[1]
C54H43N4O5P2Sr | ωB97M-V/def2-TZVPD

Calculated values
**Strongest force on any atom**: 0.0190 hartree/bohr
**Electronic energy**: -92311.5883 eV
**Charge**: -1
**Energy above the lowest of the compared OMol25 structures with the same formula, charge and spin**: 0.7589 eV
**Multiplicity**: 1
**Gap between HOMO and LUMO**: 0.25310 Ha

XYZ file:
```
109
Properties=species:S:1:pos:R:3:lowdin_charge:R:1
Sr -0.93018 -2.04319 0.92634 1.4532
O -1.93957 0.04092 1.16017 -0.3162
C -2.25394 0.50572 2.31377 -0.3991
C -3.59596 0.87213 2.61439 -0.0232
C -3.96929 1.37662 3.83702 -0.1153
C -3.03183 1.53362 4.85871 -0.1272
C -1.72318 1.17263 4.60323 -0.0659
C -1.29916 0.68325 3.36287 -0.0946
C 0.12403 0.37119 3.18645 -0.2971
N 0.73216 -0.40596 2.30100 0.0529
C 2.07095 -0.37386 2.60613 -0.1431
C 2.29539 0.43440 3.67492 -0.0909
N 1.04990 0.89908 4.03752 0.0968
H -4.32602 0.73463 1.82492 0.1064
H -5.00797 1.63581 4.01370 0.0928
H -3.32152 1.89954 5.83493 0.0837
H -1.01625 1.24260 5.42384 0.0957
H 2.78810 -0.94304 2.03701 0.0996
H 3.19478 0.70757 4.19769 0.0998
H 0.84498 1.54642 4.77515 0.1328
C -3.07504 1.27082 -4.18080 -0.1079
C -2.62073 0.09793 -4.77387 -0.1069
C -2.31603 -1.00612 -3.99279 -0.0396
C -2.44455 -0.92157 -2.60919 -0.2552
C -2.83678 0.26238 -1.99932 -0.0352
C -3.18404 1.34739 -2.79937 -0.1097
N -2.20464 -2.05066 -1.75395 0.0198
N -2.64280 -3.10376 -2.24352 0.0590
C -2.52052 -4.31607 -1.46605 -0.3321
C -2.91881 -5.44065 -2.19414 -0.0762
C -2.88930 -6.67638 -1.56972 -0.1301
C -2.47898 -6.74104 -0.23944 -0.1234
C -2.10025 -5.58892 0.44364 -0.1622
C -2.09900 -4.30636 -0.13422 -0.1448
H -3.33105 2.12371 -4.79842 0.0970
H -2.52067 0.04242 -5.85195 0.0953
H -1.99820 -1.94211 -4.43190 0.1025
H -2.87155 0.32348 -0.91469 0.0925
H -3.54495 2.25813 -2.33566 0.1002
H -3.24812 -5.33081 -3.22139 0.0905
H -3.18546 -7.57225 -2.10305 0.0835
H -2.45972 -7.70404 0.26385 0.0863
H -1.78558 -5.71031 1.48023 0.0753
C 0.68200 1.34475 -2.80039 -0.5254
P 0.67814 0.85006 -1.01725 1.0544
C 2.46354 0.68808 -0.64690 -0.4033
C 3.34867 1.72104 -0.34581 -0.1189
C 4.69251 1.46240 -0.12485 -0.0830
C 5.18120 0.16606 -0.21811 -0.0928
C 4.31601 -0.87196 -0.52863 -0.0892
C 2.96816 -0.60909 -0.73323 -0.1193
C 0.09807 2.30466 -0.08702 -0.3546
C 0.62763 2.62320 1.16376 -0.1003
C 0.03077 3.59713 1.95330 -0.0805
C -1.10791 4.25490 1.51913 -0.0854
C -1.65135 3.93199 0.28375 -0.0813
C -1.05529 2.96468 -0.50751 -0.1173
P 2.02113 2.42449 -3.46090 1.0361
C 1.58455 4.05863 -2.75369 -0.3985
C 0.30006 4.59486 -2.83178 -0.1018
C 0.01746 5.83769 -2.29165 -0.0818
C 1.02319 6.57186 -1.67383 -0.0873
C 2.30962 6.06079 -1.60574 -0.0873
C 2.58618 4.80928 -2.14403 -0.1206
C 1.41213 2.69617 -5.16755 -0.3865
C 0.65154 1.75121 -5.85208 -0.0980
C 0.28899 1.95511 -7.17896 -0.0917
C 0.68067 3.10601 -7.84356 -0.1036
C 1.44064 4.05593 -7.17035 -0.0949
C 1.80379 3.85146 -5.84930 -0.1062
H -0.32139 1.70210 -3.05114 0.0290
H 0.76939 0.38557 -3.31976 0.0362
H 2.98606 2.73650 -0.27864 0.0870
H 5.36388 2.27809 0.11677 0.0996
H 6.23227 -0.03257 -0.04764 0.0974
H 4.68042 -1.88951 -0.59543 0.1039
H 2.29423 -1.43311 -0.94283 0.1004
H 1.48615 2.08471 1.54332 0.0824
H 0.45064 3.82197 2.92725 0.1006
H -1.58430 4.99532 2.14972 0.0985
H -2.55482 4.42361 -0.05748 0.1025
H -1.50054 2.70426 -1.45758 0.0641
H -0.48882 4.02534 -3.31365 0.1083
H -0.99131 6.22941 -2.34002 0.1043
H 0.79868 7.54129 -1.24585 0.0988
H 3.09850 6.62859 -1.12816 0.0981
H 3.59011 4.40286 -2.09050 0.0922
H 0.31822 0.84980 -5.35077 0.0829
H -0.30824 1.20733 -7.68745 0.0984
H 0.39478 3.26538 -8.87592 0.0955
H 1.74949 4.96344 -7.67530 0.0979
H 2.38980 4.60691 -5.33786 0.1018
O 0.73790 -3.58058 1.84585 -0.1666
C 0.10747 -3.63017 2.93089 -0.6825
O -0.89359 -2.91544 3.20907 -0.1513
C 0.57761 -4.61366 3.97998 -0.1248
C 1.41023 -5.66362 3.63070 -0.0188
C 1.84497 -6.59748 4.57602 0.0074
C 1.41636 -6.40967 5.86553 -0.2218
O 1.71233 -7.16350 6.97908 0.0157
C 0.93835 -6.60789 8.03894 -0.1541
O 0.33707 -5.40826 7.57433 0.0197
C 0.58960 -5.35905 6.21730 -0.2002
C 0.14114 -4.44596 5.30137 0.0765
H 1.71755 -5.74597 2.59662 0.1151
H 2.48573 -7.42807 4.31033 0.1131
H 1.59582 -6.38004 8.87796 0.1299
H 0.15819 -7.31914 8.32560 0.1313
H -0.53065 -3.63551 5.54852 0.1306
```

---

[2]
C17H27NO2 | ωB97M-V/def2-TZVPD

Calculated values
**Strongest force on any atom**: 0.0125 hartree/bohr
**SMILES string**: CCCCCCCCC(=O)NCCOc1ccccc1
**Electronic energy**: -23652.8729 eV
**Energy above the lowest of the compared OMol25 structures with the same formula, charge and spin**: 0.3376 eV
**Multiplicity**: 1
**Gap between HOMO and LUMO**: 0.33978 Ha

XYZ file:
```
47
Properties=species:S:1:pos:R:3:lowdin_charge:R:1
C 3.82596 4.16936 1.28157 -0.1158
C 3.98617 2.68587 0.96971 -0.2691
C 2.65976 1.92474 0.93924 -0.2347
C 2.01138 1.78738 2.31553 -0.2164
C 0.67333 1.04708 2.27452 -0.2144
C 0.81395 -0.43440 1.92970 -0.2131
C -0.51286 -1.18679 1.99315 -0.1895
C -1.52696 -0.67888 0.96832 -0.1049
C -2.41945 -1.79362 0.44877 -0.4942
O -2.29237 -2.96236 0.73223 0.0719
N -3.39652 -1.34639 -0.38774 0.0547
H -3.40731 -0.37066 -0.64087 0.1373
C -4.18354 -2.25096 -1.18837 -0.1398
C -3.75317 -2.24542 -2.66599 -0.1705
O -2.41665 -2.66061 -2.81986 -0.0337
C -1.39290 -1.79679 -2.54770 -0.2780
C -1.44968 -0.41303 -2.68580 -0.0404
C -0.32466 0.35516 -2.43364 -0.0944
C 0.86373 -0.23558 -2.04509 -0.1130
C 0.92462 -1.61449 -1.91343 -0.0808
C -0.18963 -2.38883 -2.16221 0.0004
H -0.16072 -3.46140 -2.05916 0.1239
H 1.84583 -2.08877 -1.60939 0.1080
H 1.73301 0.37327 -1.84831 0.0938
H -0.38407 1.42841 -2.54612 0.1056
H -2.35712 0.08140 -3.00070 0.1050
H -3.92944 -1.25928 -3.11174 0.1115
H -4.34716 -2.98236 -3.21254 0.1291
H -4.01984 -3.24640 -0.76839 0.1251
H -5.24487 -1.99221 -1.12230 0.1219
H -2.15183 0.11406 1.38310 0.1248
H -0.99749 -0.27386 0.10152 0.0996
H -0.33347 -2.24415 1.78775 0.1090
H -0.93406 -1.11563 2.99758 0.1166
H 1.51387 -0.89519 2.63047 0.1167
H 1.22544 -0.54413 0.92502 0.0894
H 0.19556 1.13282 3.25396 0.1139
H 0.02292 1.53417 1.54506 0.1080
H 2.69566 1.26037 2.98469 0.1162
H 1.84054 2.78194 2.73168 0.1026
H 1.96748 2.43543 0.26489 0.1125
H 2.84644 0.92862 0.53410 0.0969
H 4.64545 2.22814 1.71070 0.1059
H 4.46777 2.58443 -0.00623 0.1017
H 3.43626 4.31963 2.28488 0.0616
H 4.78690 4.67455 1.21398 0.0669
H 3.14376 4.63535 0.57345 0.0722
```

---

[3]
C3H10O3S | ωB97M-V/def2-TZVPD

Calculated values
**Strongest force on any atom**: 0.0305 hartree/bohr
**SMILES string**: O=CCCS.O.O
**Electronic energy**: -20249.9682 eV
**Energy above the lowest of the compared OMol25 structures with the same formula, charge and spin**: 0.7983 eV
**Multiplicity**: 1
**Gap between HOMO and LUMO**: 0.37043 Ha

XYZ file:
```
17
Properties=species:S:1:pos:R:3:lowdin_charge:R:1
O 2.03953 -1.21871 1.98451 0.0574
C 1.59374 -1.46981 0.90634 -0.3509
C 1.58887 -0.56591 -0.30560 -0.2032
C 0.12716 -0.25373 -0.73505 -0.4948
S -1.12773 -0.30640 0.64374 0.7141
H 1.28250 -2.51478 0.69235 0.1284
H 2.04414 -1.14626 -1.10649 0.1126
H 2.17290 0.30673 -0.01625 0.1161
H 0.05669 0.64721 -1.32410 0.0643
H -0.16706 -1.10719 -1.34171 0.0578
H -1.25756 -1.63810 0.64022 -0.1340
H 0.93884 0.12104 4.35593 0.0375
H 0.12845 -0.53348 3.34272 -0.0231
O 0.23983 -0.55022 4.30927 -0.0821
H -2.95156 2.67284 -3.93255 0.0288
H -3.77696 3.92256 -4.25227 0.0428
O -2.93177 3.63421 -3.86105 -0.0716
```

---

[4]
C8H21CuN2O6P | ωB97M-V/def2-TZVPD

Calculated values
**Strongest force on any atom**: 0.0093 hartree/bohr
**Electronic energy**: -77828.1724 eV
**⟨S²⟩**: 0.754
**Multiplicity**: 2
**Gap between HOMO and LUMO (alpha / beta)**: 0.19509 / 0.29159 Ha

XYZ file:
```
39
Properties=species:S:1:pos:R:3:mulliken_spin:R:1
Cu -0.13711 0.07206 -0.21227 0.0882
C -3.71056 0.06346 3.38781 -0.0002
O -2.37574 0.44513 3.04626 0.0011
C -1.65642 -0.26606 2.17495 -0.0052
O -0.51877 0.07288 1.93787 -0.0013
N -2.27077 -1.35828 1.63025 0.0120
N -1.60970 -1.98003 0.56754 -0.0253
H -4.02886 0.75915 4.15504 -0.0002
H -3.74416 -0.95030 3.78604 -0.0001
H -4.38117 0.16031 2.53214 -0.0001
H -3.27445 -1.37017 1.62137 -0.0022
H -2.01548 -1.71033 -0.32287 -0.0061
H -1.60812 -2.98084 0.69747 -0.0021
C -0.53934 -0.03736 -3.39247 0.0445
O -1.53051 0.73650 -2.75279 0.0767
C -1.52842 0.78543 -1.37164 0.8013
C -2.62929 1.73117 -0.98110 -0.0256
H -0.01231 0.58338 -4.12030 -0.0011
H -1.00796 -0.87224 -3.92341 -0.0077
H 0.18070 -0.43661 -2.67961 -0.0231
H -3.43639 1.72655 -1.72350 0.0163
H -2.26972 2.76803 -0.90175 0.0517
H -3.04668 1.47005 -0.00265 0.0076
C 3.93363 -1.25734 -1.87451 0.0003
O 2.55275 -1.16777 -1.50341 0.0032
P 2.07048 -0.35136 -0.21249 -0.0016
O 2.87295 1.06015 -0.31226 0.0017
C 2.27155 2.19264 -0.95366 0.0059
O 3.02657 -1.03985 0.88763 -0.0012
C 2.83271 -0.67763 2.26177 0.0004
H 3.96582 -1.39089 -2.95114 -0.0004
H 4.39370 -2.11295 -1.38277 -0.0002
H 4.47167 -0.35164 -1.59920 0.0000
H 2.28162 2.07288 -2.03814 -0.0046
H 2.86470 3.06106 -0.67936 0.0015
H 1.23795 2.33000 -0.63260 -0.0048
H 3.19498 -1.50274 2.86734 0.0000
H 1.77741 -0.49881 2.47740 0.0007
H 3.40276 0.22238 2.49300 -0.0001
```

---

[5]
C13H19Cl2CrN | ωB97M-V/def2-TZVPD

Calculated values
**Strongest force on any atom**: 0.0878 hartree/bohr
**Electronic energy**: -68747.6522 eV
**⟨S²⟩**: 3.831
**Charge**: -1
**Energy above the lowest of the compared OMol25 structures with the same formula, charge and spin**: 0.0000 eV
**Multiplicity**: 4
**Gap between HOMO and LUMO (alpha / beta)**: 0.19098 / 0.22848 Ha

XYZ file:
```
36
Properties=species:S:1:pos:R:3:mulliken_spin:R:1
Cr 0.79140 0.17014 -0.24442 3.2631
Cl 0.23712 -1.94585 -0.64457 0.0211
Cl 1.58639 2.00465 0.83435 0.0109
C 2.23756 0.22036 -1.43337 -0.1465
H 2.97924 0.99753 -1.24565 0.0198
H 2.64317 -0.73562 -1.79381 0.0057
C -0.18906 1.15070 -1.70522 -0.2050
C 1.02953 0.75241 -2.38559 -0.0403
H -0.13029 2.09492 -1.13872 0.0007
C 0.84997 -0.35591 -3.47698 0.0129
H 1.41582 1.64287 -2.92906 0.0370
C -0.35763 -0.13717 -4.37914 -0.0027
H 1.77998 -0.42559 -4.06131 0.0010
H 0.74479 -1.33438 -2.98880 0.0056
C -1.62737 0.01772 -3.55029 -0.0014
H -0.20702 0.77350 -4.97472 0.0007
H -0.44817 -0.96616 -5.09018 0.0001
C -1.46744 1.13739 -2.50681 0.0175
H -2.44782 0.28564 -4.22418 0.0014
H -1.89283 -0.93238 -3.07161 0.0006
H -1.47203 2.08613 -3.06131 -0.0109
H -2.33063 1.16316 -1.84212 -0.0008
C -0.84040 -0.63429 5.91911 -0.0012
C -0.41384 -0.59834 4.47926 -0.0033
C 0.93901 -0.46250 4.14087 0.0037
C 1.30084 -0.38573 2.79293 -0.0009
N 0.37289 -0.38538 1.82342 -0.0044
C -0.91929 -0.54959 2.11816 0.0127
C -1.35014 -0.67362 3.44110 -0.0052
H -0.36027 -1.46486 6.45573 0.0000
H -0.56409 0.29088 6.44714 0.0001
H -1.92594 -0.75720 5.99335 0.0000
H 1.71504 -0.38477 4.90110 0.0009
H 2.34119 -0.25783 2.49739 0.0003
H -1.60429 -0.60250 1.26577 0.0060
H -2.41534 -0.79832 3.63818 0.0009
```